DFT (ωB97M-V/def2-TZVPD) results for a cluster of 2 separate species, CFNO3 in total.

Output
Energy above the lowest of the compared OMol25 structures with the same formula, charge and spin = 57.3 kcal per mole
Total energy = -418.2974 a.u.
E_LUMO = -0.63 eV

Structure (XYZ):
```
6
Properties=species:S:1:pos:R:3:forces:R:3:nbo_charge:R:1
N -1.018799 -0.008310 -0.037018 3.3 2.5 0.7 0.481
O -1.444585 -1.084754 -0.110809 -0.6 -2.3 -0.3 -0.300
C 1.035274 0.110379 0.001293 -2.5 0.9 -0.4 0.880
O 1.665499 1.093573 -0.093612 -0.7 -1.6 0.3 -0.465
O -1.558655 1.039786 0.126586 0.0 0.3 -0.2 -0.323
F 1.321266 -1.150676 0.113559 0.5 0.2 0.0 -0.272
```
Positions in Å, forces in eV/Å.

=====

DFT (ωB97M-V/def2-TZVPD) results for a structure of composition C6H11O4Sc.

Output
Total energy = -1296.5809 a.u.
2S+1 = 2
E_LUMO (alpha / beta) = -5.57 / -5.57 eV
Charge = +1

Structure (XYZ):
```
22
Properties=species:S:1:pos:R:3:forces:R:3:nbo_charge:R:1
O -1.431948 3.664108 2.103425 0.3 -0.1 -0.5 -0.490
C 0.597289 -1.914983 -2.581796 -0.8 -0.4 -0.9 -0.111
H 1.926987 -3.528688 -3.076370 -0.4 -0.1 0.3 0.189
C 0.746198 -0.220964 0.412297 -0.4 3.2 -0.8 0.120
H 0.212174 -3.838535 -3.416862 0.3 0.1 0.4 0.216
H -0.466330 -1.751402 -2.340413 0.3 0.0 -0.1 0.200
H 0.504623 0.759376 0.945016 0.3 -1.4 -0.7 0.223
H -2.375442 1.822308 2.244619 0.0 0.3 0.1 0.169
H 0.153952 2.972122 3.280224 -0.2 -0.2 -0.2 0.143
O 0.798888 -1.326786 1.131439 0.2 -1.6 -0.4 -0.854
H 0.954663 0.691298 -1.554606 0.1 -0.3 0.2 0.231
C -2.427045 2.835461 2.672987 -0.2 -0.2 0.4 -0.253
H -3.399767 3.281757 2.438880 0.3 -0.1 0.1 0.206
H 0.846233 -1.382618 -3.511425 0.0 -0.2 0.3 0.227
Sc 1.207510 -2.890462 0.051664 0.1 -0.8 0.1 2.187
H 0.559250 3.820552 1.671759 -0.3 -0.1 0.1 0.163
C -0.155067 3.252263 2.268508 0.1 0.4 0.2 -0.102
C 0.982747 -0.190370 -0.915831 -0.3 1.2 1.1 -0.064
O 0.775809 -4.027569 -1.426210 0.2 1.1 1.5 -0.870
O 1.387807 -1.396084 -1.497335 0.4 -1.1 0.9 -0.605
C 0.903148 -3.409167 -2.665779 0.1 0.4 -2.0 -0.105
H -2.301679 2.778385 3.765810 -0.1 0.0 -0.3 0.180
```
Positions in Å, forces in eV/Å.

=====

DFT (ωB97M-V/def2-TZVPD) results for a structure of composition C6H11B4F16N2Zn.

Output
Energy above the lowest of the compared OMol25 structures with the same formula, charge and spin = 0.0 kcal per mole
Total energy = -3822.0957 a.u.
E_LUMO = -0.76 eV
Charge = -1

Structure (XYZ):
```
40
Properties=species:S:1:pos:R:3:forces:R:3:nbo_charge:R:1
H 24.273930 -14.364460 -6.843950 -0.2 0.5 -0.1 0.257
F 12.486310 -12.671160 -9.331100 -0.7 -1.9 -1.3 -0.571
C 23.521160 -13.233390 -3.821110 2.3 -2.2 -1.1 -0.035
B 14.668940 -14.110480 -12.916380 -0.7 -1.6 -2.1 1.317
F 13.366470 -14.494740 -12.708480 -1.3 0.3 0.7 -0.563
H 21.188780 -11.425010 -4.726150 0.5 -0.1 0.7 0.214
B 17.504820 -15.705130 -8.124570 2.2 -0.4 1.3 1.317
H 27.413500 -14.023970 -4.866180 -0.4 -0.3 0.4 0.244
F 16.516870 -16.477530 -8.583560 -3.5 -0.1 -2.6 -0.548
Zn 14.568460 -14.492050 -9.060370 -0.8 -0.1 -0.3 1.785
F 13.404590 -15.857390 -7.069640 4.0 3.1 1.5 -0.556
F 14.385140 -11.626270 -9.351330 3.8 -0.7 -1.8 -0.567
C 21.808770 -13.253450 -5.781530 -1.4 0.9 0.6 -0.230
F 15.419120 -14.409510 -11.808000 1.1 0.0 3.7 -0.582
N 25.261070 -14.097200 -4.937310 -1.3 0.4 -1.0 -0.287
C 24.856200 -13.749760 -3.694240 -3.4 1.6 -0.1 -0.035
H 20.462060 -12.930640 -4.017150 0.0 0.1 -0.2 0.228
B 12.411490 -16.545010 -7.595230 -3.7 0.0 -1.4 1.288
C 24.227580 -13.936040 -5.853640 0.7 -0.3 3.0 0.226
H 21.232770 -14.165400 -5.938620 0.9 -0.5 -0.2 0.260
F 15.167210 -14.984380 -13.886500 0.6 -0.5 -1.1 -0.583
C 26.580340 -14.622440 -5.234660 -0.4 -1.0 -1.6 -0.424
H 21.990160 -12.753570 -6.733010 0.0 -0.1 0.1 0.231
B 13.092160 -11.447770 -9.044430 -1.5 0.9 -0.2 1.314
C 20.791660 -12.420920 -4.922490 1.4 0.8 -0.7 -0.638
F 13.078900 -11.401010 -7.715880 -0.6 0.9 3.8 -0.563
N 23.162870 -13.477290 -5.153620 0.3 0.3 0.0 -0.269
F 12.536620 -17.838370 -7.376910 0.0 -3.1 1.5 -0.537
F 17.667650 -16.213250 -6.864870 1.0 0.2 2.3 -0.573
H 26.661350 -14.677000 -6.320270 0.1 0.5 -0.1 0.230
H 22.819980 -12.887470 -3.076080 0.1 0.0 -0.2 0.264
H 19.962420 -12.074910 -5.539540 -0.3 -1.0 -0.2 0.275
H 25.405890 -13.934720 -2.783180 0.3 0.3 -0.3 0.253
F 17.160140 -14.321660 -8.000750 -0.9 0.1 -1.0 -0.582
F 12.529010 -10.294320 -9.613090 0.1 -0.8 -0.2 -0.552
F 18.680890 -15.941150 -8.840570 0.1 0.9 -0.4 -0.564
H 26.540260 -15.689290 -5.014830 0.7 0.1 0.8 0.236
F 14.815360 -12.836910 -13.333760 0.1 1.6 0.0 -0.549
F 12.417490 -16.386360 -8.942000 2.0 1.1 -4.4 -0.566
F 11.176460 -15.964580 -7.335530 -1.0 0.1 2.0 -0.564
```
Positions in Å, forces in eV/Å.

=====

DFT (ωB97M-V/def2-TZVPD) results for a structure of composition C27H35As3F6NO4Si2Y.

Output
Energy above the lowest of the compared OMol25 structures with the same formula, charge and spin = 42.3 kcal per mole
Total energy = -9329.6992 a.u.
2S+1 = 2
E_LUMO (alpha / beta) = 1.65 / -0.54 eV
Charge = -1

Structure (XYZ):
```
79
Properties=species:S:1:pos:R:3:forces:R:3:nbo_charge:R:1
O 0.671551 1.815923 -0.395163 0.0 -0.1 0.2 -0.909
C 0.965951 1.322023 -5.106263 -0.1 0.0 -0.5 -0.053
C -2.629949 -1.180177 -2.062163 0.5 0.0 0.5 -1.078
Y 0.698151 -0.257477 -0.022063 0.7 2.0 -0.6 1.669
C -1.001749 -6.282077 -0.245463 0.0 -0.1 0.0 -0.216
H -4.466449 2.368423 0.464737 0.1 0.0 0.0 0.220
F 3.011151 -0.197577 -0.698763 -0.4 0.0 1.3 -0.601
Si 1.491051 -2.960977 0.006737 0.2 -3.3 0.0 1.041
C -0.846849 3.280723 1.599937 0.2 -0.1 0.0 -0.327
C -3.685649 2.709623 1.149637 0.2 -0.5 -0.1 -0.932
H -3.115549 -6.431877 -0.543563 -0.1 0.0 0.0 0.205
H 1.697851 -3.275677 2.531137 -0.1 0.0 0.1 0.225
H -1.418949 -0.376877 4.276037 0.0 0.0 -0.1 0.224
H 1.269151 3.194723 -4.094963 0.0 0.1 0.0 0.268
H -3.924849 -2.042777 0.797537 -0.1 -0.2 -0.1 0.224
C 0.674151 -0.523277 -3.612363 0.0 -0.4 0.0 0.016
O 0.904651 1.043923 -7.457563 0.0 -0.6 -0.5 -0.746
H -2.929149 3.729123 -1.197863 0.1 -0.1 0.1 0.222
C 0.755151 4.983323 3.122537 0.0 0.0 0.0 -0.203
H -3.911749 2.323823 2.143837 0.1 0.0 0.0 0.216
H 1.623651 -0.450777 4.336437 -0.1 0.2 -0.1 0.239
H 3.608851 -2.844777 -1.379963 0.1 0.0 0.0 0.251
H -2.301449 0.816523 3.298237 0.0 -0.1 0.0 0.228
F 5.018351 0.998823 0.155737 -0.9 -0.4 0.1 -0.587
N 0.762751 0.254423 -2.531063 0.0 0.1 0.6 -0.568
C 2.780551 -3.548077 -1.311263 -0.4 0.6 0.2 -1.086
As 0.207651 0.816423 2.650937 -0.7 0.6 2.2 0.868
H -0.204649 6.578723 2.058637 0.0 0.0 0.0 0.212
H -3.438049 -4.002477 -0.685263 -0.2 0.0 0.0 0.188
C -1.385149 0.631023 3.856737 0.2 -0.2 -0.4 -0.905
H 3.194651 -4.512777 -1.022763 -0.1 -0.1 0.2 0.230
H 2.283151 -4.699577 1.682537 -0.1 -0.2 -0.2 0.223
C -0.093949 -4.040877 -0.205263 0.4 0.6 0.0 -0.446
H -1.627049 5.073623 0.736237 0.0 0.0 0.0 0.201
H -2.015049 -1.384177 -2.933763 0.1 0.0 -0.1 0.240
C -1.373849 -3.516177 -0.389963 -0.1 0.6 -0.1 -0.433
C -2.016749 3.129223 -1.179563 0.1 -0.1 -0.1 -0.950
H -3.453949 -0.358177 0.946237 0.0 0.1 0.0 0.224
C -0.939349 4.657223 1.463937 -0.2 0.1 -0.2 -0.144
F 4.658651 -1.433577 0.665537 -0.8 0.8 0.0 -0.597
F 2.535851 -0.864477 1.853337 0.0 0.4 -1.6 -0.610
H 1.390851 5.635623 3.705937 0.0 0.0 0.0 0.211
Si -1.726549 -1.618677 -0.417463 -1.3 -1.3 -0.1 0.872
O 1.091751 3.127623 -6.641063 0.1 0.9 0.1 -0.732
H 0.522751 -1.581977 -3.414963 0.0 0.0 -0.1 0.192
H 3.279251 -3.252977 1.770837 0.1 0.0 0.0 0.246
C -3.077749 -1.379977 0.955037 0.5 0.2 -0.4 -1.074
As 3.776051 0.061323 0.917737 3.5 0.1 1.6 2.820
C 0.999651 1.904523 -6.581563 -0.1 -0.4 0.9 0.743
C -2.269549 -5.765777 -0.450063 -0.1 -0.1 0.0 -0.233
H -0.851349 -7.349677 -0.170263 0.0 -0.1 0.0 0.206
F 4.607451 0.290623 2.465337 -0.8 -0.1 -0.9 -0.614
H 1.565451 3.205023 3.981937 0.0 0.0 0.0 0.212
C 0.762751 -0.038777 -4.902863 0.0 0.1 0.2 -0.178
C 1.516251 0.615123 4.112337 0.2 -0.1 -0.3 -0.933
C 0.847451 3.610723 3.278937 0.2 -0.3 0.1 -0.214
C -0.138549 5.508523 2.205637 0.0 0.1 0.1 -0.218
C 2.259151 -3.614077 1.663037 -0.2 0.7 -0.4 -1.076
H 2.348651 -3.654377 -2.303263 -0.1 0.1 -0.1 0.234
C 1.091851 2.136023 -3.988663 0.1 -0.3 0.3 -0.197
H -2.887949 -0.121777 -2.083663 0.0 0.1 0.0 0.230
C 0.071151 -5.418677 -0.136863 0.1 -0.2 0.0 -0.203
H -1.149349 3.778823 -1.272163 0.0 0.0 0.0 0.260
O 1.306551 3.611523 -1.539763 0.0 -0.4 0.0 -0.604
C 0.062751 2.754123 2.517537 0.0 0.0 -0.2 -0.316
C 0.984451 1.566423 -2.728863 -0.1 0.3 0.0 0.080
H 1.061851 -5.821777 0.010437 0.2 -0.2 0.0 0.198
C 1.026051 2.429423 -1.474763 0.2 1.0 -1.1 0.778
H -2.026349 2.465923 -2.045363 0.0 0.0 0.0 0.239
H 2.495751 0.986523 3.796537 -0.2 -0.1 0.0 0.256
H -2.678849 -1.582977 1.945637 0.1 0.0 0.2 0.225
H 1.192651 1.139423 5.014637 -0.1 0.0 -0.2 0.219
H -3.548149 -1.752277 -2.164563 -0.2 -0.1 0.1 0.225
H -1.314949 1.357823 4.668337 0.2 0.0 -0.2 0.224
F 2.747451 1.439523 1.212937 0.3 -0.6 -0.4 -0.572
C -2.444749 -4.396477 -0.522963 -0.1 -0.1 0.0 -0.150
As -1.888349 2.068423 0.474037 -1.1 0.9 0.1 0.942
H 0.672451 -0.685077 -5.764363 0.0 0.0 0.0 0.243
H -3.710749 3.799323 1.185037 0.2 0.0 0.0 0.217
```
Positions in Å, forces in eV/Å.

=====

DFT (ωB97M-V/def2-TZVPD) results for the molecule C7H11N2OP.

Output
Energy above the lowest of the compared OMol25 structures with the same formula, charge and spin = 33.4 kcal per mole
Structure (SMILES) = Cc1ccccc1P(N)(N)=O
Total energy = -799.4463 a.u.
E_LUMO = 0.66 eV

Structure (XYZ):
```
22
Properties=species:S:1:pos:R:3:forces:R:3:nbo_charge:R:1
H 2.298400 -1.644204 -1.281821 2.3 0.3 0.5 0.225
H -1.073245 1.895384 1.082240 -2.4 0.8 2.8 0.191
H -0.476310 3.522335 -0.436201 -1.6 3.9 0.2 0.199
C 1.246758 0.986173 -1.666110 1.3 -0.4 -1.4 -0.134
C 0.051453 0.338427 0.286233 -0.8 -3.1 2.4 -0.293
C -0.037081 2.638405 -0.512567 1.8 -4.9 0.1 -0.201
H 1.880244 0.687670 -2.600787 -1.2 0.5 1.9 0.199
H 1.005454 3.065973 -2.218620 0.8 0.9 -1.5 0.209
N -1.594882 -2.177551 0.807503 -1.1 -0.8 -1.5 -1.234
H -2.124334 -1.843422 -0.012153 0.5 0.7 1.0 0.418
H -1.396662 -3.131059 0.519216 0.6 0.0 0.9 0.423
C 1.290044 -1.395835 -1.283289 -0.8 1.0 1.2 -0.632
H -0.780961 0.251060 3.208814 -0.2 0.8 0.3 0.397
C 0.887690 -0.020189 -0.727604 1.2 0.2 -3.7 -0.057
C 0.827952 2.290384 -1.550563 -1.1 -0.4 1.4 -0.238
C -0.391777 1.643714 0.395980 1.8 -0.2 -2.4 -0.229
O 0.615988 -1.891992 2.279647 0.6 -0.9 0.3 -1.074
H 1.057632 -1.594311 -2.302818 -1.0 0.3 -0.8 0.215
H -2.184954 0.119679 2.235010 -0.1 0.5 0.4 0.385
P -0.538276 -1.257864 1.674941 -0.1 4.1 -2.0 2.171
H 0.904138 -2.141174 -0.676148 -1.2 -1.7 1.0 0.211
N -1.467274 -0.341603 2.779096 0.4 -1.9 -1.3 -1.150
```
Positions in Å, forces in eV/Å.